Record 1
Entry from the OMol25 dataset: a structure of composition C4H7NO (wB97M-V/def2-TZVPD).

The HOMO energy is -8.789 eV. For the frontier orbital gap, the calculation gives 9.7 eV.

Element x y z (Å)
O: 3.0548 -1.3299 -0.0212
C: 2.2098 -0.5674 -0.4248
N: 0.8801 -0.6315 -0.0717
C: -0.0625 0.2412 -0.6307
C: -1.1426 0.8835 0.7084
C: -1.4767 -0.1333 -0.3423
H: 2.3991 0.2602 -1.1318
H: 0.6375 -1.4094 0.5386
H: -0.0783 1.3290 0.0544
H: -0.8810 0.5174 1.6980
H: -1.6787 1.8314 0.6724
H: -2.2232 0.1538 -1.0816
H: -1.6383 -1.1450 0.0322



Record 2
Entry from the OMol25 dataset: the molecule C5H4O2 (wB97M-V/def2-TZVPD).

The HOMO energy (alpha / beta) is -8.249 / -8.250 eV. For the frontier orbital gap (alpha / beta), the calculation gives 7.3 / 7.3 eV.

Element x y z (Å)
O: 1.3092 0.2849 -2.4007
C: 0.5974 0.1406 -1.4635
O: 0.9662 1.0502 -0.2804
C: 0.5878 0.8134 0.9168
C: -0.1959 -0.3365 1.2264
C: -0.8480 -1.0371 0.1300
C: -0.5669 -0.6340 -1.1450
H: 0.7769 1.6316 1.6170
H: -0.1126 -0.7788 2.2202
H: -1.3862 -0.1526 1.1883
H: -1.1279 -0.9818 -2.0092



Record 3
Entry from the OMol25 dataset: the molecule C22H29N3O3S (wB97M-V/def2-TZVPD).

The HOMO energy is -8.353 eV. For the frontier orbital gap, the calculation gives 9.0 eV. As for the SMILES: CCOc1ccc([C@@H]2SCC(=O)Nc3c2c(C)nn3[C@@H]2CCOC(C)(C)C2)cc1.

Element x y z (Å)
C: 2.8230 0.1567 -6.4625
C: 2.5124 1.6366 -6.2574
O: 3.2543 2.2070 -5.1982
C: 2.9020 1.9603 -3.9094
C: 3.7633 2.4893 -2.9424
C: 3.5018 2.3228 -1.6031
C: 2.3715 1.6280 -1.1777
C: 2.1393 1.4259 0.2932
S: 3.3813 0.2296 0.9461
C: 2.8337 -1.2449 0.0320
C: 1.8780 -2.0569 0.8603
O: 2.0900 -3.2046 1.1867
N: 0.7235 -1.4484 1.2639
C: 0.2016 -0.1890 1.0213
C: 0.7510 1.0265 0.6417
C: -0.3469 1.9191 0.6273
C: -0.3198 3.3626 0.2798
N: -1.4566 1.2995 0.9695
N: -1.1336 0.0226 1.1953
C: -2.1183 -0.9239 1.6664
C: -3.5134 -0.5497 1.1551
C: -4.5740 -1.1853 2.0732
O: -4.1004 -2.3496 2.7032
C: -3.0648 -2.1244 3.6605
C: -2.2885 -3.4416 3.7445
C: -3.6671 -1.7964 5.0329
C: -2.1459 -0.9739 3.1983
C: 1.5194 1.1036 -2.1380
C: 1.7741 1.2650 -3.4908
H: 3.8875 0.0258 -6.6398
H: 2.5479 -0.4248 -5.5859
H: 2.2729 -0.2175 -7.3215
H: 2.8216 2.2051 -7.1390
H: 1.4371 1.7941 -6.1070
H: 4.6342 3.0298 -3.2771
H: 4.1816 2.7253 -0.8667
H: 2.3927 2.3473 0.8278
H: 3.7155 -1.8471 -0.1804
H: 2.3811 -0.9025 -0.8997
H: 0.1419 -2.0566 1.8282
H: 0.0812 3.5025 -0.7232
H: 0.3148 3.9089 0.9768
H: -1.3279 3.7632 0.3266
H: -1.8546 -1.9142 1.2751
H: -3.6071 0.5354 1.1611
H: -3.6308 -0.8998 0.1297
H: -5.4433 -1.5042 1.4953
H: -4.9115 -0.4554 2.8210
H: -2.9760 -4.2453 3.9913
H: -1.5194 -3.3842 4.5097
H: -1.8279 -3.6805 2.7893
H: -4.2894 -2.6222 5.3668
H: -4.2827 -0.9016 4.9805
H: -2.8750 -1.6311 5.7580
H: -2.5139 -0.0137 3.5647
H: -1.1438 -1.1221 3.6037
H: 0.6252 0.5745 -1.8380
H: 1.0775 0.8442 -4.1989



Record 4
Entry from the OMol25 dataset: the molecule C7H5NO (wB97M-V/def2-TZVPD).

The HOMO energy (alpha / beta) is -9.184 / -9.978 eV. The multiplicity is 3. For the frontier orbital gap (alpha / beta), the calculation gives 9.7 / 7.9 eV.

Element x y z (Å)
C: 0.4603 0.2828 0.6018
C: 1.8455 0.4072 0.5517
C: 2.1430 -1.6534 -0.3685
C: -0.0616 -0.9254 0.1216
C: 0.7933 -1.8291 -0.3710
C: -1.5727 -0.9995 0.1110
C: -2.2354 0.1374 -0.2513
N: 2.6401 -0.5702 0.1660
O: -2.0662 -2.0357 0.5478
H: -0.2896 1.0468 0.9465
H: 2.4466 1.3494 1.0095
H: 2.8138 -2.3217 -0.7415
H: -3.3862 0.0351 -0.3437
H: -1.8294 1.0062 -0.5921



Record 5
Entry from the OMol25 dataset: a cluster of 2 separate species, C5H15NO in total (wB97M-V/def2-TZVPD).

The HOMO energy (alpha / beta) is -14.943 / -14.915 eV. The multiplicity is 2. For the frontier orbital gap (alpha / beta), the calculation gives 11.7 / 6.0 eV. As for the total charge: +1.

Element x y z (Å)
C: -1.7512 0.1716 -1.7156
C: -0.7488 0.6032 -0.5321
C: 0.0251 -0.7391 -0.1692
C: 1.3548 -0.3148 0.4173
C: 2.4855 -0.1383 -0.6127
N: -1.5202 1.0730 0.5474
H: -1.1643 -0.4574 -2.3776
H: -2.0927 1.0502 -2.2625
H: -2.6339 -0.3675 -1.3607
H: -0.2174 1.3937 -1.0577
H: 0.1771 -1.2812 -1.1011
H: -0.5898 -1.3953 0.4470
H: 1.6876 -1.1014 1.1091
H: 1.3691 0.5464 1.0888
H: 3.0219 -1.0777 -0.7596
H: 3.1855 0.6225 -0.2804
H: 2.0872 0.1634 -1.5900
H: -1.3266 2.0601 0.7445
H: -2.5265 1.0022 0.3738
H: 0.1018 -1.2950 2.9595
H: -0.8231 -0.0927 2.7940
O: -0.1010 -0.4258 3.3378



Record 6
Entry from the OMol25 dataset: a cluster of 2 separate species, C23H18N3 in total (wB97M-V/def2-TZVPD).

The HOMO energy is -11.196 eV. For the frontier orbital gap, the calculation gives 6.2 eV. As for the total charge: +1.

Element x y z (Å)
C: 1.2500 0.1382 -1.8598
C: -0.0504 -0.1558 -1.2334
N: -0.3641 -1.3851 -0.8284
C: -1.6890 -1.8925 -0.6952
C: -2.8826 -1.3902 -1.1879
C: -4.0375 -2.1879 -1.0376
C: -3.9760 -3.4401 -0.3931
C: -2.7626 -3.9389 0.0899
C: -1.6181 -3.1648 -0.0882
C: -0.2380 -3.4491 0.1780
C: 0.5389 -2.3682 -0.3039
C: 1.9180 -2.3632 -0.1486
C: 2.5181 -3.4753 0.4765
C: 1.7456 -4.5508 0.9437
C: 0.3576 -4.5449 0.7950
H: 1.1203 1.0187 -2.5019
H: 2.0184 0.4083 -1.1255
H: 1.6394 -0.6923 -2.4666
H: -0.8858 0.5376 -1.3414
H: -2.8942 -0.4168 -1.6751
H: -4.9946 -1.8386 -1.4262
H: -4.8872 -4.0326 -0.2776
H: -2.6656 -4.9076 0.5813
H: 2.5117 -1.5282 -0.5066
H: 3.5995 -3.5085 0.6023
H: 2.2350 -5.3982 1.4270
H: -0.2796 -5.3554 1.1404
N: 3.6913 6.0363 -1.7788
C: 2.8681 5.5344 -1.1141
C: 1.8764 4.9157 -0.2759
C: 1.8511 3.5162 -0.1560
C: 0.9089 2.9209 0.6868
C: -0.0227 3.7561 1.3684
N: -0.8620 2.9355 2.1028
C: -0.4967 1.6134 1.9249
C: 0.5996 1.5702 1.0748
C: 0.0005 5.1417 1.2624
C: 0.9624 5.7221 0.4290
H: 2.5396 2.8797 -0.7148
H: -1.6259 3.2692 2.6812
H: -1.0404 0.8084 2.4086
H: 1.2036 0.7119 0.8120
H: -0.7111 5.7422 1.8258
H: 1.0299 6.8081 0.3257



Record 7
Entry from the OMol25 dataset: a cluster of 11 separate species, C24H51BrI2N10O25 in total (wB97M-V/def2-TZVPD).

The HOMO energy is -9.483 eV. For the frontier orbital gap, the calculation gives 9.1 eV. As for the SMILES: CC(=O)OCCC[C@@]1([C@H](I)[C@@H](C)I)OC(=O)O[C@@H]1C[C@@H](C)Br.C[N+](=O)[O-].C[N+](=O)[O-].C[N+](=O)[O-].C[N+](=O)[O-].C[N+](=O)[O-].C[N+](=O)[O-].C[N+](=O)[O-].C[N+](=O)[O-].C[N+](=O)[O-].C[N+](=O)[O-].

Element x y z (Å)
C: 3.1370 3.8305 3.8162
C: 3.0900 2.5243 4.8403
O: 3.7131 2.5720 6.0453
O: 2.2939 1.3645 4.3646
C: 3.0107 0.1026 4.6205
C: 2.9266 -0.8396 3.2587
C: 3.7043 -0.1704 1.9809
C: 2.7406 0.2734 0.7313
C: 1.4091 -0.6057 0.3557
I: 1.7425 -2.7903 0.3537
C: 0.6577 -0.1574 -1.0396
C: -0.4597 -1.3373 -1.4237
I: -0.5641 1.6921 -0.7780
O: 2.4063 1.6937 1.0829
C: 2.9646 2.6735 0.0946
O: 3.2141 3.9808 0.2488
O: 3.2279 1.7874 -1.0882
C: 3.8491 0.6213 -0.4424
C: 4.4802 -0.5925 -1.3454
C: 5.9599 -1.0951 -0.7539
C: 5.9320 -2.6087 -0.1254
Br: 7.3994 -1.0999 -2.1761
H: 2.6676 4.7319 4.4313
H: 2.4207 3.6368 2.8810
H: 4.2193 4.1479 3.5042
H: 4.1440 0.2338 4.8969
H: 2.4033 -0.4900 5.4552
H: 1.8274 -1.1828 3.0526
H: 3.5305 -1.8329 3.5308
H: 4.2064 0.8341 2.3849
H: 4.6065 -0.8684 1.6782
H: 0.6195 -0.3981 1.2267
H: 1.3680 -0.0910 -1.9739
H: -1.2764 -0.7933 -2.1037
H: -0.0123 -2.1913 -2.0936
H: -1.0484 -1.7294 -0.4777
H: 4.7794 1.1216 0.1096
H: 3.7494 -1.4810 -1.5661
H: 4.7373 -0.1143 -2.4088
H: 6.3664 -0.3741 0.1004
H: 5.2052 -2.7617 0.7788
H: 7.0157 -2.9211 0.2653
H: 5.5922 -3.3643 -0.9758
C: -2.9145 1.4548 -4.4212
N: -3.1616 0.0039 -4.2034
O: -3.5001 -0.3482 -3.0674
O: -3.0088 -0.7404 -5.1789
H: -3.0855 1.9872 -3.4831
H: -1.8778 1.5676 -4.7451
H: -3.6103 1.7957 -5.1905
C: 1.5217 -4.7852 -3.8034
N: 2.7744 -3.9828 -3.7780
O: 3.6502 -4.3261 -2.9755
O: 2.8431 -3.0311 -4.5645
H: 1.5995 -5.5853 -3.0641
H: 0.6955 -4.1141 -3.5598
H: 1.4151 -5.1979 -4.8086
C: -0.5882 0.3430 6.7939
N: -0.7107 -1.1383 6.8601
O: -0.2527 -1.7871 5.9124
O: -1.2633 -1.6079 7.8618
H: -0.0847 0.6146 5.8635
H: -1.5975 0.7588 6.8218
H: -0.0022 0.6641 7.6574
C: -6.0923 -2.4152 -2.6613
N: -7.3535 -2.0871 -1.9434
O: -8.3001 -1.6731 -2.6227
O: -7.3574 -2.2543 -0.7182
H: -6.2316 -2.2214 -3.7270
H: -5.3053 -1.7778 -2.2531
H: -5.8787 -3.4716 -2.4861
C: 2.7240 4.3625 -4.0335
N: 1.8484 3.3611 -4.6998
O: 0.8883 3.7917 -5.3492
O: 2.1497 2.1709 -4.5521
H: 2.3425 5.3633 -4.2474
H: 2.6980 4.1611 -2.9606
H: 3.7313 4.2395 -4.4365
C: 1.3716 -4.2825 5.0005
N: 2.7559 -4.2127 4.4595
O: 3.5641 -3.4979 5.0634
O: 2.9918 -4.8775 3.4439
H: 1.3077 -3.6521 5.8900
H: 0.6952 -3.9219 4.2228
H: 1.1681 -5.3255 5.2515
C: -6.9608 -3.2367 2.3697
N: -5.5198 -3.4256 2.6885
O: -5.1026 -2.9262 3.7399
O: -4.8484 -4.0700 1.8742
H: -7.4260 -2.6548 3.1682
H: -7.0207 -2.7034 1.4187
H: -7.4153 -4.2270 2.2991
C: -7.5808 -4.5963 6.4022
N: -8.4684 -3.7852 5.5258
O: -8.7436 -2.6403 5.9032
O: -8.8636 -4.3208 4.4837
H: -7.3115 -4.0028 7.2785
H: -8.1356 -5.4894 6.6970
H: -6.6919 -4.8540 5.8229
C: 2.7753 8.7107 -5.4505
N: 3.2623 7.3050 -5.4703
O: 3.8173 6.8839 -4.4487
O: 3.0737 6.6641 -6.5108
H: 3.0072 9.1513 -4.4785
H: 3.2887 9.2487 -6.2501
H: 1.6963 8.6880 -5.6161
C: -3.8846 5.7560 -6.5675
N: -3.9364 4.3668 -6.0372
O: -4.2776 3.4740 -6.8216
O: -3.6331 4.2121 -4.8484
H: -4.1745 5.7433 -7.6204
H: -4.5827 6.3583 -5.9825
H: -2.8593 6.1140 -6.4541



Q: Which formula does entry 6 have?
A: C23H18N3